# 1
An isolated molecule of C22H32N6O6, computed with ωB97M-V/def2-TZVPD.

E_HOMO in eV: -8.0
Total energy in a.u.: -1637.62317
SMILES: CCOC(=O)N1CCN(C(=O)Nc2ccc(NC(=O)N3CCN(C(=O)OCC)CC3)cc2)CC1
Orbital gap in eV: 8.482
Charge: 0
ΔE to the lowest compared entry with this formula, charge and spin in kJ/mol: 0.0

Element x y z (Å)
C 6.000599 2.580211 2.201861
C 5.580424 3.489155 1.055950
O 4.729912 2.813127 0.131713
C 5.358510 2.035764 -0.782570
O 6.559394 1.953206 -0.887898
N 4.482956 1.341840 -1.548199
C 3.052404 1.541776 -1.542986
C 2.618684 2.214296 -2.851407
N 3.093788 1.440685 -3.978050
C 2.423318 1.265133 -5.154717
O 2.989578 1.061295 -6.209962
N 1.040337 1.364030 -5.101647
C 0.185967 0.807462 -4.140776
C -1.133252 1.249408 -4.071409
C -1.997472 0.721977 -3.134702
C -1.570158 -0.259868 -2.241612
N -2.488874 -0.725039 -1.297534
C -2.339969 -1.771739 -0.420076
O -1.358371 -2.485100 -0.375576
N -3.440054 -2.008262 0.379387
C -4.367815 -1.004832 0.859711
C -3.925519 -0.498404 2.242131
N -3.792765 -1.611677 3.152825
C -4.696594 -1.767033 4.151030
O -5.538128 -0.943471 4.426877
O -4.530596 -2.935038 4.809221
C -5.365927 -3.128876 5.949648
C -4.807935 -2.428604 7.179974
C -2.893043 -2.644570 2.687990
C -3.339747 -3.125375 1.303006
C -0.258040 -0.717085 -2.323917
C 0.601604 -0.195972 -3.269742
C 4.536058 1.289651 -3.982336
C 4.965289 0.594054 -2.689962
H 6.601215 1.759719 1.817530
H 6.591231 3.145069 2.917349
H 5.124613 2.174619 2.702693
H 6.464014 3.856197 0.523942
H 4.986097 4.331450 1.417230
H 2.777956 2.161701 -0.691648
H 2.563167 0.566576 -1.451053
H 1.535476 2.311972 -2.880997
H 3.065740 3.218703 -2.894879
H 0.634822 1.471157 -6.022420
H -1.478250 2.007567 -4.758598
H -3.018510 1.076023 -3.094828
H -3.408646 -0.322265 -1.390856
H -4.447573 -0.158635 0.178761
H -5.354966 -1.471814 0.947270
H -4.663150 0.190824 2.655565
H -2.956093 0.005255 2.154369
H -6.368934 -2.752326 5.724327
H -5.396854 -4.211350 6.091277
H -4.799797 -1.353507 7.018915
H -3.793171 -2.765599 7.378094
H -5.432114 -2.651720 8.040424
H -2.887688 -3.467531 3.399186
H -1.885088 -2.222246 2.611549
H -2.615295 -3.832870 0.899934
H -4.323291 -3.599671 1.371541
H 0.072585 -1.497930 -1.660725
H 1.605653 -0.582017 -3.350024
H 4.815050 0.703477 -4.858252
H 5.020928 2.272645 -4.046379
H 6.052245 0.540069 -2.625056
H 4.544063 -0.415669 -2.650486

Cartesian forces (eV/Å) of the 6 atoms listed first:
C -0.18 0.09 -0.38
C 0.43 0.15 0.28
O -0.17 -0.18 -0.21
C -0.15 -0.03 0.14
O 0.42 0.12 0.08
N -0.13 -0.05 0.04



# 2
A structure of composition C22H33BCaF16N6O12S4 at a distorted geometry, computed with ωB97M-V/def2-TZVPD.

E_HOMO in eV: -7.2
Total energy in a.u.: -5982.40544
Orbital gap in eV: 2.635
Charge: 0

Element x y z (Å)
Ca 4.426876 -4.960068 -1.563425
C 3.099997 7.833630 5.817836
C 3.226054 6.302394 5.773837
N 4.367858 5.871242 4.968601
C 5.730345 6.060849 5.203422
C 6.470434 5.429737 4.331767
N 5.603449 4.730392 3.465618
C 4.286266 5.001010 3.883887
C 6.004461 3.923576 2.251908
H 2.779107 8.260228 4.867501
H 4.035979 8.281107 6.152189
H 2.291356 8.079250 6.506220
H 2.273261 5.860859 5.481735
H 3.354361 5.929939 6.790170
H 5.957183 6.639294 6.086790
H 7.523219 5.298113 4.129976
H 3.411509 4.496617 3.500747
H 5.798984 4.599460 1.421815
H 5.516969 2.948914 2.229841
H 7.047880 3.614245 2.312717
C -4.778943 -0.909999 -4.882479
C -3.507775 -1.086037 -5.604946
N -3.147413 0.127044 -6.274412
C -2.484704 1.206322 -5.771317
C -2.365196 2.207996 -6.817567
N -3.093047 1.703329 -7.911218
C -3.578269 0.440622 -7.558716
C -3.321049 2.363442 -9.279022
H -4.609510 -0.033976 -4.256406
H -5.016763 -1.803677 -4.305525
H -5.624369 -0.743481 -5.550037
H -3.509750 -1.866006 -6.366353
H -2.731818 -1.365616 -4.892326
H -2.149379 1.228735 -4.744931
H -1.911417 3.186845 -6.866050
H -4.179872 -0.258011 -8.121209
H -3.335782 1.666487 -10.116956
H -2.533329 3.090001 -9.478274
H -4.292375 2.855702 -9.327147
C -2.724385 -1.420307 5.284677
C -2.786245 -0.437279 4.117144
N -4.116481 -0.377567 3.626074
C -4.858040 -1.434694 3.146429
C -6.007332 -0.910511 2.651589
N -6.136526 0.413291 2.970829
C -4.907528 0.741469 3.538660
C -7.279700 1.302626 2.712752
H -1.762003 -1.593330 5.766308
H -2.905769 -2.393332 4.828153
H -3.453207 -1.360312 6.092952
H -2.166709 -0.882990 3.338935
H -2.369339 0.564456 4.221166
H -4.392941 -2.407657 3.204834
H -6.918950 -1.331083 2.253487
H -4.659495 1.743380 3.856553
H -6.986603 2.349095 2.628616
H -8.057646 1.237734 3.473462
H -7.897588 1.150843 1.827721
B 2.152519 -1.526017 -0.614781
F 1.466615 -2.430922 -1.295208
F 3.260162 -1.246450 -1.336748
F 1.392680 -0.400391 -0.449806
F 2.585591 -1.916546 0.636156
C -1.373488 -8.340576 1.000487
F -2.110733 -9.291161 1.597615
F -2.068654 -7.482041 0.220329
F -0.808454 -7.627718 1.938561
S 0.084583 -9.169842 -0.035863
O 0.781467 -9.888255 1.059083
O -0.449874 -10.097494 -1.020630
O 0.922834 -8.088741 -0.616543
C 1.058373 -5.799684 -7.623059
F 1.621800 -6.994715 -7.823207
F 0.274689 -5.308547 -8.653408
F 0.405119 -5.729547 -6.471635
S 2.510098 -4.534017 -7.570468
O 1.918857 -3.260652 -7.903744
O 3.020712 -4.591970 -6.191495
O 3.467747 -4.926131 -8.590053
C 5.516710 -4.898199 5.752978
F 4.237311 -5.284776 5.813064
F 5.617714 -3.579376 5.437825
F 6.052403 -5.140123 6.951536
S 6.362647 -6.026902 4.518545
O 5.783979 -5.751898 3.214119
O 7.776453 -5.774301 4.568357
O 6.025138 -7.373993 5.006227
C 0.211175 6.470397 -1.396576
F 0.774889 5.281965 -1.623353
F 1.213783 7.144553 -0.886714
F -0.180400 6.985074 -2.579693
S -1.287059 6.395819 -0.231994
O -1.682811 7.788076 0.117021
O -2.347858 5.604811 -0.856531
O -0.835023 5.645944 0.911004

Cartesian forces (eV/Å) of the 6 atoms listed first:
Ca -1.22 0.49 0.39
C -0.31 -0.43 -0.09
C -0.27 1.00 0.94
N 0.43 -3.13 -3.19
C -2.22 2.05 2.81
C 0.37 -2.34 -3.05



# 3
A structure of composition C22H33BF6N20O2Tl at a distorted geometry, computed with ωB97M-V/def2-TZVPD.

Spin multiplicity: 2
E_HOMO (spin up / spin down) in eV: -13.4 / -13.4
Total energy in a.u.: -2899.81094
Orbital gap (spin up / spin down) in eV: 8.812 / 6.243
Charge: +2
ΔE to the lowest compared entry with this formula, charge and spin in kJ/mol: 4.6

Element x y z (Å)
Tl 0.061639 0.587952 -0.953242
C 3.549604 1.407108 -3.769451
C 2.554094 1.883313 -2.935027
N 1.960987 0.854435 -2.292851
N 2.528177 -0.278675 -2.741112
C 3.484152 0.038699 -3.647272
B 2.194484 -1.747499 -2.169087
N 0.716634 -2.070234 -2.696216
C 0.341361 -2.998250 -3.659722
C -0.972852 -2.746145 -4.011285
C -1.344350 -1.622486 -3.241126
N -0.352616 -1.272789 -2.403236
N 2.106651 -1.572971 -0.592467
C 2.644211 -2.452154 0.316808
C 2.128867 -2.181805 1.596789
C 1.301391 -1.050624 1.416842
N 1.371829 -0.700842 0.118325
N 3.240920 -2.751726 -2.519538
C 4.561818 -2.469644 -2.491973
C 5.207938 -3.644820 -2.760034
C 4.190253 -4.630545 -2.934694
N 2.983148 -4.087211 -2.824211
H 4.236047 2.037365 -4.333298
H 2.324791 2.965505 -2.796378
H 4.030934 -0.740241 -4.100815
H 0.960826 -3.838648 -4.009773
H -1.492471 -3.387916 -4.690698
H -2.362911 -1.299144 -3.019937
H 3.247450 -3.247961 -0.047369
H 2.325409 -2.710047 2.467080
H 0.886158 -0.393247 2.154522
H 4.943103 -1.516636 -2.380920
H 6.276966 -3.863675 -2.761574
H 4.209546 -5.671789 -3.146491
C -4.419520 4.209886 -1.188505
N -3.233350 3.562496 -1.808366
C -2.677332 4.104955 -3.021384
C -2.611887 2.462301 -1.277957
N -1.579565 1.841371 -1.836365
N -3.040661 2.057872 -0.022417
C -2.826978 0.742982 0.523081
N -3.804396 0.371407 1.319702
N -1.666928 0.134731 0.492621
H -4.857523 4.996974 -1.818308
H -4.172914 4.770330 -0.265450
H -5.137458 3.425763 -0.927858
H -3.336841 4.912693 -3.468974
H -2.598065 3.305363 -3.729267
H -1.697189 4.641209 -2.894064
H -1.224451 2.306571 -2.680279
H -3.727380 2.629867 0.441286
H -4.633714 0.892815 1.362517
H -3.775162 -0.445134 1.897236
H -1.647443 -0.747034 0.983333
C -0.662042 2.582625 5.258196
C -0.146432 1.254848 4.574193
O 0.020673 1.560129 3.253605
C -1.340406 0.249330 4.723823
F -2.531696 0.742582 4.240220
F -1.561848 -0.059036 6.034687
F -1.094990 -0.919549 4.089056
C 1.193816 0.829517 5.215968
F 2.156304 1.684474 4.810461
F 1.068804 0.785999 6.530749
F 1.575581 -0.375707 4.825621
H -1.552529 2.967837 4.822999
H 0.093141 3.344486 5.273891
H -0.873989 2.306757 6.268836
N -4.320387 -4.832038 2.751075
N -3.348491 -4.279446 1.975007
N -2.332813 -4.974484 1.622437
C -1.640791 -4.044870 0.934324
N -2.244073 -2.865813 0.974233
N -3.364868 -3.039365 1.629427
H -4.372619 -5.783471 2.471966
H -4.029880 -4.792113 3.741580
H -0.665996 -4.240886 0.475142
N 2.835717 2.439235 0.924860
C 1.890584 3.143743 0.304881
N 2.156499 4.441019 0.095432
O 0.804039 2.693859 -0.137425
H 3.817602 2.779328 1.020658
H 2.692952 1.451834 0.933637
H 2.998205 4.907004 0.449365
H 1.404460 5.038108 -0.310025

Cartesian forces (eV/Å) of the 6 atoms listed first:
Tl -1.20 0.64 -0.73
C 0.28 0.46 -0.33
C -0.19 0.64 0.51
N -0.42 0.81 -0.11
N 0.93 -0.54 -0.49
C -0.67 0.11 0.61